[1]
This record from the OMol25 dataset describes 5 unconnected molecules or ions with the total composition C20H40O5. The level of theory is the ωB97M-V functional and the def2-TZVPD basis.

```
65
Properties=species:S:1:pos:R:3
C -5.435 6.209 -6.724
C -5.640 6.253 -5.242
C -6.324 4.942 -4.981
O -7.211 4.856 -6.086
C -6.487 5.304 -7.242
H -4.481 5.793 -7.048
H -5.570 7.142 -7.270
H -6.395 6.980 -4.946
H -4.688 6.226 -4.712
H -6.883 5.041 -4.050
H -5.649 4.094 -4.865
H -7.264 5.712 -7.889
H -6.014 4.398 -7.621
C 9.651 1.266 1.944
C 8.451 2.217 1.676
C 8.598 3.248 2.822
O 9.912 3.062 3.386
C 10.102 1.684 3.359
H 10.394 1.405 1.159
H 9.352 0.220 2.018
H 7.449 1.789 1.712
H 8.415 2.538 0.635
H 7.798 3.192 3.560
H 8.471 4.265 2.451
H 9.567 1.303 4.229
H 11.119 1.321 3.504
C 0.999 -0.335 -0.932
C 0.383 -0.971 -2.187
C -1.069 -0.674 -1.889
O -1.164 0.598 -1.272
C 0.035 0.820 -0.501
H 2.069 -0.126 -0.946
H 0.939 -1.043 -0.105
H 0.545 -2.046 -2.272
H 0.730 -0.490 -3.102
H -1.567 -1.374 -1.218
H -1.736 -0.733 -2.749
H -0.215 0.643 0.546
H 0.440 1.811 -0.706
C -9.046 -1.402 0.748
C -9.031 -0.964 2.277
C -7.678 -1.198 2.834
O -7.281 -2.364 2.012
C -7.943 -2.421 0.729
H -8.828 -0.621 0.019
H -10.028 -1.734 0.409
H -9.643 -1.627 2.888
H -9.304 0.089 2.336
H -7.642 -1.287 3.920
H -7.015 -0.343 2.704
H -8.351 -3.419 0.564
H -7.161 -2.150 0.021
C 4.805 -6.880 3.101
C 4.334 -5.482 2.809
C 5.647 -4.690 2.847
O 6.415 -5.377 3.806
C 5.916 -6.667 4.083
H 5.112 -7.470 2.237
H 4.144 -7.452 3.753
H 3.659 -5.016 3.527
H 3.737 -5.491 1.898
H 5.469 -3.633 3.040
H 5.991 -4.785 1.817
H 5.473 -6.656 5.079
H 6.618 -7.501 4.094
```

Computed properties:
orbital gap: 10.10 eV
E_HOMO: -9.5 eV
total charge: 0
relative energy (zero: lowest compared OMol25 entry of this formula, charge and spin): 130.5 kcal/mol
energy: -1162.06017 a.u.
SMILES: C1CCOC1.C1CCOC1.C1CCOC1.C1CCOC1.C1CCOC1
maximum force: 2.49 eV Å⁻¹

Atomic partial charges in e from the natural (NBO) method, atoms 1 to 4: -0.4492, -0.4312, -0.0697, -0.5329



[2]
This record from the OMol25 dataset describes a molecular structure, C15H35O22S4V. The level of theory is the ωB97M-V functional and the def2-TZVPD basis.

```
77
Properties=species:S:1:pos:R:3
O 0.888 0.913 -1.079
V 0.797 -0.522 -0.437
O 5.089 -1.088 1.097
C 4.192 -1.497 0.243
O 4.306 -2.620 -0.326
O 3.065 -0.942 0.039
H 5.617 -1.884 1.194
O -0.001 -4.299 1.775
C 0.726 -3.560 0.930
O 0.404 -2.484 0.350
O 1.808 -4.099 0.640
H 0.611 -4.997 2.019
O 0.902 -2.661 -4.378
C 1.292 -2.526 -3.141
O 1.091 -1.429 -2.496
O 1.745 -3.541 -2.514
H 1.079 -3.566 -4.643
O -1.409 0.280 -2.745
S -1.751 1.176 -3.812
O -3.080 1.875 -3.891
O -0.580 2.314 -3.817
C 0.714 1.984 -4.420
C 1.701 3.056 -3.976
C -1.566 0.386 -5.445
H 0.518 1.958 -5.492
H 1.135 1.031 -4.098
H 1.653 2.961 -2.891
H 1.251 4.018 -4.221
H 2.663 3.040 -4.488
H -0.682 -0.244 -5.543
H -1.486 1.121 -6.246
H -2.515 -0.115 -5.639
O 0.843 0.396 1.528
S 1.145 0.498 2.984
O 0.171 1.131 3.858
O 1.367 -1.064 3.566
C 1.002 -1.541 4.826
C 2.110 -1.311 5.892
C 2.870 0.997 3.181
H 0.917 -2.613 4.651
H 0.136 -1.057 5.278
H 2.177 -0.224 5.926
H 3.084 -1.734 5.649
H 1.893 -1.617 6.916
H 3.227 0.670 2.205
H 3.276 0.335 3.946
H 2.856 2.071 3.365
O -1.315 -0.175 -0.055
S -2.551 -0.764 0.474
O -3.902 -0.172 0.337
O -2.693 -2.373 -0.057
C -3.981 -2.918 0.197
C -3.668 -4.225 0.992
C -2.278 -1.175 2.261
H -4.485 -3.243 -0.713
H -4.730 -2.320 0.717
H -2.904 -3.922 1.709
H -3.423 -5.184 0.536
H -4.484 -4.631 1.590
H -2.434 -0.207 2.737
H -1.309 -1.647 2.424
H -3.141 -1.797 2.498
O 0.575 4.586 1.909
S 0.901 3.765 0.702
O 2.068 2.893 0.786
O -0.418 2.837 0.227
C -1.767 3.298 0.411
C -2.583 2.825 -0.807
C 0.889 4.937 -0.748
H -1.811 4.365 0.631
H -2.124 2.717 1.261
H -2.635 3.484 -1.673
H -3.621 2.686 -0.503
H -2.265 1.831 -1.120
H 0.500 4.449 -1.642
H 1.889 5.248 -1.048
H 0.450 5.854 -0.356
```

Computed properties:
spin multiplicity: 2
orbital gap (alpha / beta): 6.35 / 6.34 eV
E_HOMO (alpha / beta): -4.2 / -4.2 eV
total charge: -1
relative energy (zero: lowest compared OMol25 entry of this formula, charge and spin): 137.4 kcal/mol
<S²>: 0.78
energy: -4784.57284 a.u.
maximum force: 8.57 eV Å⁻¹

Atomic partial charges in e from the Löwdin method, atoms 1 to 4: -0.2646, 1.0979, 0.0993, -0.8039



[3]
This record from the OMol25 dataset describes a molecular structure, C3H5NO. The level of theory is the ωB97M-V functional and the def2-TZVPD basis.

```
10
Properties=species:S:1:pos:R:3
O -1.625 0.816 -0.691
C -1.023 -0.313 -0.858
N 0.027 -0.272 -0.070
C 1.295 -0.684 0.415
C -0.218 1.021 0.410
H -1.354 -1.101 -1.526
H 1.192 -1.313 1.291
H 1.922 -1.103 -0.368
H 0.367 1.817 -0.033
H -0.582 1.132 1.429
```

Computed properties:
orbital gap: 7.86 eV
E_HOMO: -7.1 eV
total charge: 0
relative energy (zero: lowest compared OMol25 entry of this formula, charge and spin): 116.5 kcal/mol
energy: -247.12158 a.u.
maximum force: 0.54 eV Å⁻¹

Atomic partial charges in e from the natural (NBO) method, atoms 1 to 4: -0.5391, 0.4660, -0.4019, -0.6185



What is the formula in the first record? C20H40O5